i) The following is a DFT calculation (ωB97M-V/def2-TZVPD) of an isolated molecule of C7H12.

LUMO level   1.1 eV
HOMO energy   -9.294 eV
Structure (SMILES)   CC#CCCCC

Last column: Löwdin charge in e.
Cartesian coordinates (Å):
C: 0.823 2.705 -1.235  -0.122
C: -0.217 1.631 -0.935  -0.285
C: 0.299 0.194 -1.040  -0.218
C: -0.829 -0.836 -0.803  -0.212
C: -0.539 -1.678 0.359  -0.050
C: -0.294 -2.097 1.463  -0.089
C: -0.147 -2.527 2.852  -0.114
H: 1.677 2.638 -0.552  0.072
H: 1.201 2.611 -2.260  0.071
H: 0.390 3.706 -1.133  0.068
H: -0.611 1.783 0.080  0.112
H: -1.071 1.758 -1.614  0.108
H: 1.075 0.017 -0.288  0.109
H: 0.759 0.011 -2.019  0.110
H: -1.753 -0.301 -0.565  0.109
H: -1.040 -1.401 -1.714  0.107
H: 0.567 -3.344 2.958  0.071
H: -1.113 -2.858 3.241  0.075
H: 0.172 -1.691 3.483  0.076

ii) The following is a DFT calculation (ωB97M-V/def2-TZVPD) of a cluster of 2 separate species, C7H12 in total.

LUMO level   -0.5 eV
HOMO energy   -7.682 eV

Last column: Löwdin charge in e.
Cartesian coordinates (Å):
C: -0.031 0.914 2.190  -0.110
C: 0.192 -0.527 1.627  -0.179
C: -0.412 -0.750 0.249  -0.272
C: 0.358 -0.427 -0.882  -0.206
C: 0.964 0.783 -1.193  -0.197
C: 1.190 1.103 -2.484  -0.066
C: -1.814 -1.204 0.026  -0.065
H: 0.177 1.654 1.425  0.032
H: -1.023 1.192 2.539  0.070
H: 0.722 1.035 2.967  0.068
H: -0.173 -1.211 2.386  0.112
H: 1.253 -0.512 1.400  0.101
H: 0.405 -1.247 -1.622  0.122
H: -0.631 1.174 -0.486  0.265
H: 2.001 1.762 -2.772  0.034
H: 1.040 0.268 -3.178  0.040
H: -2.519 -0.412 0.264  0.085
H: -1.958 -1.665 -0.945  0.083
H: -2.200 -1.906 0.796  0.084

The energy of each structure relative to the most stable one, in eV, is as follows: i) 0.000; ii) 6.034.

i) The following is a DFT calculation (ωB97M-V/def2-TZVPD) of an isolated molecule of C7H12.

LUMO level   1.2 eV
HOMO energy   -9.791 eV
Structure (SMILES)   CC1CC2(CC2)C1

Last column: Löwdin charge in e.
Cartesian coordinates (Å):
C: 1.296 1.703 1.474  -0.080
C: 0.195 0.928 0.775  -0.352
C: 0.276 0.702 -0.758  -0.081
C: -0.315 -0.685 -0.506  -0.447
C: -1.679 -1.088 -0.975  -0.091
C: -0.462 -1.885 -1.379  -0.085
C: 0.123 -0.608 0.952  -0.086
H: 1.291 2.757 1.173  0.075
H: 2.283 1.289 1.235  0.076
H: 1.171 1.667 2.563  0.075
H: -0.785 1.357 1.019  0.139
H: -0.285 1.384 -1.406  0.111
H: 1.318 0.657 -1.098  0.116
H: -2.143 -0.464 -1.736  0.100
H: -2.377 -1.524 -0.264  0.100
H: -0.129 -1.843 -2.413  0.100
H: -0.325 -2.855 -0.904  0.101
H: 1.128 -1.033 1.080  0.118
H: -0.540 -1.017 1.721  0.112

ii) The following is a DFT calculation (ωB97M-V/def2-TZVPD) of a cluster of 2 separate species, C7H12 in total.

LUMO level   1.1 eV
HOMO energy   -8.814 eV
Structure (SMILES)   CC1=CC1.C=CC

Last column: Löwdin charge in e.
Cartesian coordinates (Å):
C: 0.770 0.946 2.304  -0.124
C: 0.271 1.526 1.011  -0.257
C: 0.864 1.346 -0.164  -0.032
C: -0.513 -1.143 -0.949  -0.295
C: -0.589 -0.661 -2.365  -0.129
C: 0.353 -1.657 -1.758  -0.014
C: -1.256 -1.190 0.327  -0.051
H: 1.410 1.673 2.818  0.073
H: 1.365 0.042 2.131  0.073
H: -0.050 0.697 2.986  0.069
H: -0.623 2.149 1.065  0.097
H: 0.495 1.817 -1.070  0.056
H: 1.739 0.707 -0.265  0.073
H: -0.230 0.338 -2.634  0.060
H: -1.424 -0.993 -2.990  0.076
H: 1.152 -2.356 -1.948  0.092
H: -1.928 -2.051 0.265  0.084
H: -0.594 -1.337 1.185  0.071
H: -1.857 -0.291 0.486  0.077

The energy of each structure relative to the most stable one, in eV, is as follows: i) 0.000; ii) 1.993.

i) The following is a DFT calculation (ωB97M-V/def2-TZVPD) of a cluster of 2 separate species, C2H8OS2 in total.

LUMO level   0.4 eV
HOMO energy   -8.518 eV
Structure (SMILES)   CSS.CO

Last column: Löwdin charge in e.
Cartesian coordinates (Å):
C: -1.827 2.290 0.188  -0.167
O: -1.858 0.983 -0.363  -0.157
H: -2.297 2.298 1.170  0.072
H: -0.804 2.690 0.205  0.077
H: -2.404 2.920 -0.495  0.077
H: -1.139 0.433 -0.003  0.009
C: 1.195 -2.480 -0.691  -0.479
S: 1.276 -0.677 -0.562  0.382
S: 1.832 -0.548 1.425  0.308
H: 1.559 -2.724 -1.688  0.027
H: 0.167 -2.799 -0.601  0.025
H: 1.789 -2.990 0.063  0.023
H: 2.511 0.603 1.353  -0.199

ii) The following is a DFT calculation (ωB97M-V/def2-TZVPD) of a cluster of 2 separate species, C2H8OS2 in total.

LUMO level   0.7 eV
HOMO energy   -8.641 eV
Structure (SMILES)   CSSC.O

Last column: Löwdin charge in e.
Cartesian coordinates (Å):
C: 1.468 0.180 -0.938  -0.522
S: 0.368 1.562 -0.690  0.452
S: -1.300 0.707 0.274  0.461
C: -0.750 0.797 2.014  -0.466
H: 2.457 0.433 -0.557  0.026
H: 1.138 -0.723 -0.405  0.029
H: 1.680 -0.089 -1.963  0.023
H: 0.126 1.377 2.274  0.031
H: -1.635 1.074 2.570  0.012
H: -0.518 -0.226 2.309  0.020
H: -1.729 -1.575 -1.965  0.054
H: -0.216 -1.708 -1.660  0.008
O: -1.089 -1.810 -1.264  -0.127

The energy of each structure relative to the most stable one, in eV, is as follows: i) 0.287; ii) 0.000.